Record 1
{
  "formula": "C2H3BrO",
  "method": "ωB97M-V/def2-TZVPD",
  "de_lowest_kcal_mol": 5.32,
  "total_charge": 0,
  "smiles": "CC(=O)Br",
  "symbols": ["C", "C", "O", "Br", "H", "H", "H"],
  "coordinates": [[0.520014, -0.187789, -0.393310], [-0.393630, 0.363035, 0.647935], [-0.091306, 1.127017, 1.480247], [-2.218440, -0.296995, 0.489465], [1.196640, 0.608204, -0.919730], [-0.149520, -0.443491, -1.210393], [1.136243, -1.169980, -0.094214]],
  "forces_ev_per_angstrom": [[1.6635, -0.9155, -2.0245], [0.8869, -0.2384, -0.1522], [-0.0931, 0.7044, 0.8879], [-0.2748, -0.0897, 0.0878], [-0.9010, -1.2790, 1.7449], [0.1790, -0.6058, -0.1531], [-1.4604, 2.4242, -0.3907]]
}

=====

Record 2
{
  "formula": "C3H10O3S2",
  "method": "ωB97M-V/def2-TZVPD",
  "de_lowest_kcal_mol": 15.01,
  "total_charge": 0,
  "smiles": "O=CCCSS.O.O",
  "symbols": ["O", "C", "C", "C", "S", "S", "H", "H", "H", "H", "H", "H", "O", "H", "H", "O", "H", "H"],
  "coordinates": [[0.455796, -0.332234, 2.537369], [-0.479138, 0.401039, 2.346967], [-1.140888, 0.623702, 0.987170], [-1.715808, -0.615434, 0.316565], [-0.669828, -2.151518, 0.295705], [0.171914, -2.280011, -1.539793], [-0.905287, 1.034340, 3.131413], [-1.982301, 1.297124, 1.161175], [-0.435003, 1.139475, 0.342254], [-2.575081, -1.003410, 0.851966], [-2.002976, -0.495946, -0.720460], [-0.770641, -2.986983, -2.189988], [1.686484, 1.356986, -2.768354], [0.867413, 0.845075, -2.686822], [2.329545, 0.658387, -2.938511], [2.012623, 0.940142, 0.369969], [2.442874, 0.857582, -0.490324], [2.710301, 0.711684, 0.993700]],
  "forces_ev_per_angstrom": [[-0.4412, 0.2376, 0.2621], [0.3577, -0.1507, -0.9669], [-0.2981, -0.1156, 0.1744], [0.6128, -1.2331, -0.0035], [-0.1308, 0.1856, 0.4185], [0.1292, 0.2242, -0.3430], [0.0102, 0.0653, 0.5526], [-0.0117, 0.1465, -0.0823], [0.2726, -0.0601, -0.0102], [-0.3259, 0.2351, 0.1498], [-0.1151, 0.4402, -0.0899], [-0.0312, 0.0432, 0.0190], [-0.1264, -0.5667, 0.1126], [0.0571, 0.2693, 0.0462], [0.1188, 0.1534, -0.1508], [0.3723, -0.0491, -0.1773], [-0.2499, 0.2394, -0.0615], [-0.2005, -0.0647, 0.1502]]
}

=====

Record 3
{
  "formula": "C24H23Cl2N3O3",
  "method": "ωB97M-V/def2-TZVPD",
  "de_lowest_kcal_mol": 0.00,
  "total_charge": 0,
  "smiles": "CN(C)CCNC(=O)/C(=C/c1ccc(-c2ccc(Cl)cc2Cl)o1)NC(=O)c1ccccc1",
  "symbols": ["C", "N", "C", "C", "C", "N", "C", "O", "C", "C", "C", "C", "C", "C", "C", "C", "C", "C", "Cl", "C", "C", "Cl", "O", "N", "C", "O", "C", "C", "C", "C", "C", "C", "H", "H", "H", "H", "H", "H", "H", "H", "H", "H", "H", "H", "H", "H", "H", "H", "H", "H", "H", "H", "H", "H", "H"],
  "coordinates": [[-5.178390, -1.603320, -1.338205], [-5.004144, -1.720290, 0.097543], [-5.611948, -2.937340, 0.594675], [-5.505286, -0.560195, 0.814925], [-4.687722, 0.702199, 0.517453], [-3.275615, 0.428875, 0.599488], [-2.461519, 0.516307, -0.465298], [-2.795590, 0.906263, -1.564401], [-1.066652, -0.006716, -0.224129], [-0.859488, -1.333551, -0.081319], [0.415800, -1.976709, 0.034804], [0.726757, -3.313705, 0.160332], [2.127601, -3.401947, 0.222220], [2.612700, -2.116909, 0.136140], [3.929725, -1.516653, 0.156536], [4.034937, -0.143812, 0.422164], [5.245277, 0.513102, 0.433462], [6.405600, -0.203795, 0.180005], [7.933273, 0.593655, 0.189700], [6.346362, -1.562655, -0.083059], [5.121406, -2.208161, -0.097100], [5.126927, -3.888244, -0.474159], [1.563041, -1.254614, 0.029551], [-0.045764, 0.915151, -0.295209], [-0.199184, 2.255483, -0.044092], [-1.251314, 2.734455, 0.321896], [1.059024, 3.038587, -0.184862], [2.111405, 2.648258, -1.010442], [3.264660, 3.410184, -1.068462], [3.379533, 4.563911, -0.309918], [2.328115, 4.969239, 0.496428], [1.172938, 4.213248, 0.555095], [-6.233806, -1.471874, -1.622915], [-4.602215, -0.762523, -1.715207], [-4.803141, -2.509549, -1.811066], [-6.702863, -2.963157, 0.444763], [-5.407147, -3.036732, 1.660407], [-5.172879, -3.789374, 0.077849], [-6.567353, -0.355693, 0.587847], [-5.427555, -0.783409, 1.883718], [-4.874372, 1.072458, -0.491489], [-4.961974, 1.485275, 1.231711], [-2.922054, 0.049130, 1.462477], [-1.714025, -1.991697, -0.073575], [0.030595, -4.125977, 0.198356], [2.695698, -4.300587, 0.335841], [3.136503, 0.413746, 0.636304], [5.289615, 1.570507, 0.639695], [7.247818, -2.119056, -0.284320], [0.885763, 0.544729, -0.428756], [2.030453, 1.771682, -1.637296], [4.076025, 3.102134, -1.711383], [4.284409, 5.151588, -0.355950], [2.409797, 5.875478, 1.077646], [0.340261, 4.512573, 1.173595]],
  "forces_ev_per_angstrom": [[0.0930, 0.0483, 0.0448], [-0.1469, -0.0097, 0.1125], [0.0570, 0.0477, 0.0121], [0.2245, 0.0392, -0.0766], [-0.1893, -0.1014, -0.0784], [-0.1671, 0.0028, 0.2890], [0.0171, -0.2055, 0.2625], [0.0114, 0.1262, -0.2878], [-0.1791, -0.5695, 0.0864], [-0.1134, 0.8518, -0.0097], [-0.0271, -1.2668, 0.1733], [-0.3874, 0.9003, -0.0894], [0.4124, 0.6683, -0.0033], [-0.0919, -1.0949, 0.0519], [0.2539, 0.2906, -0.0092], [0.0012, -0.1876, -0.0176], [0.1665, -0.0323, -0.0299], [-0.3250, -0.2139, -0.0045], [0.2057, 0.1073, 0.0003], [0.0468, 0.1722, 0.0380], [-0.1729, 0.3745, 0.0770], [0.1219, -0.2847, -0.0757], [0.0557, 0.1654, -0.0780], [0.4297, -0.0649, -0.2635], [-0.0667, -0.1027, 0.1237], [0.1218, 0.1039, -0.0085], [0.2136, 0.3367, -0.0274], [-0.1492, 0.0108, 0.0814], [0.1300, 0.0084, -0.0283], [0.0407, -0.0029, -0.0360], [0.0018, 0.0222, 0.0231], [-0.1171, -0.1340, -0.0329], [-0.0676, -0.0112, -0.0190], [-0.0071, 0.0489, -0.1106], [-0.0039, -0.0165, -0.0761], [-0.0434, -0.0211, -0.0081], [-0.0344, -0.0509, 0.0405], [-0.0334, -0.0841, 0.0096], [0.0278, -0.0261, 0.0617], [-0.0832, 0.0114, -0.0127], [-0.0233, 0.0242, 0.1298], [-0.0235, -0.0232, -0.1271], [0.1522, 0.0080, -0.1512], [-0.1427, -0.0159, -0.0339], [-0.2161, -0.1218, -0.0019], [0.1370, -0.0642, 0.0096], [-0.0512, 0.0563, 0.0225], [0.0242, 0.1056, 0.0236], [0.0600, -0.0430, -0.0203], [-0.1910, 0.1890, 0.0716], [-0.0172, -0.0854, -0.0474], [0.0608, -0.0174, -0.0648], [0.0724, 0.0491, -0.0121], [0.0036, 0.0644, 0.0552], [-0.0714, 0.0186, 0.0420]]
}

=====

Record 4
{
  "formula": "C20H28F3O2Sr",
  "method": "ωB97M-V/def2-TZVPD",
  "total_charge": -1,
  "symbols": ["O", "C", "C", "H", "H", "C", "H", "H", "C", "H", "H", "H", "C", "H", "H", "H", "Sr", "C", "C", "C", "H", "C", "C", "H", "H", "H", "H", "C", "C", "C", "H", "C", "C", "H", "H", "H", "H", "O", "C", "C", "H", "H", "C", "H", "H", "C", "H", "H", "H", "H", "F", "C", "F", "F"],
  "coordinates": [[-0.080100, 0.049200, -2.226600], [0.912900, -0.497600, -3.144900], [0.419800, 0.409300, -4.263900], [0.757100, -1.563100, -3.280100], [1.920700, -0.331900, -2.778600], [-0.725100, 0.820600, -3.325300], [0.112400, -0.086900, -5.179900], [1.096100, 1.225500, -4.503400], [-2.052700, 0.199400, -3.686400], [-1.978300, -0.885500, -3.705200], [-2.357800, 0.537000, -4.676700], [-2.832100, 0.476200, -2.982400], [-0.832400, 2.284200, -2.995900], [0.145800, 2.735100, -2.857400], [-1.408400, 2.436200, -2.086300], [-1.336300, 2.806400, -3.808600], [0.000000, 0.000000, 0.000000], [0.872400, 1.547600, 1.546900], [1.800800, 0.493600, 1.431000], [2.350000, 0.553000, 0.130500], [2.047400, -0.232400, 2.186200], [1.749600, 1.620600, -0.548700], [0.813900, 2.229300, 0.310200], [0.185400, 3.072100, 0.076700], [0.303300, 1.786900, 2.426900], [3.054300, -0.146500, -0.279900], [1.933400, 1.892000, -1.573600], [-1.467700, -0.458800, 1.852800], [-1.924600, 0.716500, 1.211100], [-2.328300, 0.377300, -0.090600], [-1.951900, 1.704200, 1.636600], [-2.121600, -1.014600, -0.253500], [-1.607900, -1.524000, 0.953000], [-1.290600, -2.536600, 1.119100], [-1.060200, -0.522500, 2.847700], [-2.745900, 1.056400, -0.812400], [-2.273300, -1.583000, -1.153400], [0.709000, -1.669600, -7.414900], [0.256200, -0.559800, -8.198800], [0.413400, -0.969700, -9.654400], [0.868100, 0.320200, -7.970700], [-0.774800, -0.334400, -7.924200], [1.622700, -1.894100, -9.585100], [0.555600, -0.118800, -10.317900], [-0.465100, -1.519700, -9.993200], [1.392800, -2.602700, -8.259500], [2.543700, -1.311200, -9.551700], [1.690000, -2.583800, -10.424100], [2.317800, -2.907200, -7.768600], [0.770700, -3.494700, -8.393800], [1.377500, -3.004400, 1.213600], [1.125900, -2.575100, -0.075200], [0.255700, -3.453200, -0.692600], [2.310300, -2.547600, -0.784900]],
  "forces_ev_per_angstrom": [[-0.3862, 0.4289, -3.0769], [-0.2493, 0.1549, 0.2594], [-0.0164, 0.0024, -0.3169], [-0.0503, -0.1321, -0.0531], [0.1150, 0.0505, 0.1034], [0.5000, -0.6039, 0.2622], [0.0058, -0.0775, -0.0862], [0.0739, 0.0851, -0.0030], [-0.1333, -0.0225, -0.0438], [0.0625, -0.0879, -0.0076], [-0.0168, 0.0781, -0.1139], [-0.0588, -0.0076, 0.1560], [0.0153, 0.1212, 0.0315], [0.1294, 0.0014, 0.0678], [-0.0765, -0.0261, 0.1032], [-0.0679, 0.0328, -0.1195], [2.2224, -4.2959, -3.1051], [1.5771, 1.4515, 1.0783], [1.7155, 1.5335, 0.8493], [1.3914, 0.7451, 0.5324], [-0.0654, -0.1455, 0.0515], [1.0942, 0.9649, 0.1485], [1.2166, 1.3024, 0.7483], [-0.1355, 0.0983, -0.0214], [-0.1111, -0.0121, 0.0726], [0.0818, -0.1585, -0.0754], [0.0378, 0.0441, -0.1928], [-1.6150, -0.0193, 0.8007], [-1.8143, -0.0063, 0.8855], [-2.1681, -0.4125, 0.5954], [0.0191, 0.1213, 0.0498], [-2.1029, -0.4723, 0.4470], [-1.4986, -0.6205, 0.4064], [0.0373, -0.0893, -0.0011], [0.0907, 0.0246, 0.0882], [-0.0103, 0.1322, -0.1626], [0.0017, -0.0854, -0.1590], [0.0176, 0.0496, -0.2643], [0.0255, -0.0094, 0.1488], [-0.0434, 0.0142, -0.0602], [0.0242, -0.0269, 0.0243], [-0.0202, -0.0232, 0.0215], [0.0562, 0.0054, -0.0324], [0.0069, 0.0465, -0.0072], [-0.0456, -0.0439, 0.0012], [-0.0279, -0.0461, 0.1439], [0.0383, 0.0400, 0.0219], [-0.0041, -0.0448, -0.0235], [-0.0106, 0.0259, 0.0275], [-0.0303, 0.0341, 0.0226], [0.6979, -1.6695, -0.3242], [-2.1407, 5.0319, 0.1328], [0.8944, -1.6659, 0.0208], [0.7513, -1.8155, -0.0527]]
}

=====

Record 5
{
  "formula": "C5H8N2O2",
  "method": "ωB97M-V/def2-TZVPD",
  "de_lowest_kcal_mol": 71.59,
  "total_charge": 0,
  "smiles": "N#C[C@@H]1NC[C@H](O)[C@H]1O",
  "symbols": ["N", "C", "C", "N", "C", "C", "O", "C", "O", "H", "H", "H", "H", "H", "H", "H", "H"],
  "coordinates": [[-2.766832, 0.390926, -1.348522], [-2.018302, 0.174221, -0.503065], [-1.185447, -0.452654, 0.472764], [-0.655304, 0.504662, 1.376273], [0.408607, 1.287480, 0.680621], [0.989610, 0.306082, -0.413345], [1.045665, 0.889838, -1.710832], [0.289648, -1.026639, -0.355418], [0.804503, -1.934308, 0.516634], [-1.794602, -1.244391, 0.887004], [-0.242315, -0.018402, 2.242601], [1.166728, 1.494665, 1.393286], [-0.006120, 2.074467, 0.145803], [2.045013, 0.127079, -0.412787], [0.149040, 0.877481, -2.050073], [-0.009256, -1.460211, -1.324007], [1.779361, -1.990290, 0.403055]],
  "forces_ev_per_angstrom": [[0.1699, 0.5095, -0.0635], [-1.0472, -0.2807, -1.3079], [2.7421, -0.7553, -1.1391], [1.3052, -0.4768, 2.9623], [-0.0784, -4.1845, 0.1409], [1.1435, 0.4254, -0.9548], [-1.1781, 0.1102, -0.2687], [-4.1284, 1.4739, 0.3417], [1.7044, -0.8385, 0.8136], [0.3316, -0.3046, 0.4946], [-0.9543, 1.3346, -2.2723], [0.4996, 0.9035, 0.4754], [-0.5918, 1.8333, -0.5956], [0.9300, -0.3064, 1.5977], [-0.3188, 0.2966, -0.4857], [0.3587, 0.2451, 0.1477], [-0.8879, 0.0147, 0.1137]]
}

=====

Record 6
{
  "formula": "C4H33NO12",
  "method": "ωB97M-V/def2-TZVPD",
  "de_lowest_kcal_mol": 56.04,
  "total_charge": 0,
  "symbols": ["C", "N", "C", "C", "C", "H", "H", "H", "H", "H", "H", "H", "H", "H", "H", "H", "O", "H", "H", "O", "H", "H", "O", "H", "H", "O", "H", "H", "O", "H", "H", "O", "H", "H", "O", "H", "H", "O", "H", "H", "O", "H", "H", "O", "H", "H", "O", "H", "H", "O"],
  "coordinates": [[-1.309625, 1.429483, 2.996183], [-0.361247, 1.009441, 2.007800], [-0.208986, -0.435130, 2.017864], [1.340952, -2.267947, 1.298341], [1.120092, -0.991691, 1.575360], [-2.315403, 0.965567, 2.991660], [-1.476790, 2.522774, 3.018524], [-1.016877, 1.096549, 4.010721], [0.500960, 1.527808, 1.982042], [-0.474692, -0.923240, 2.986886], [-0.863236, -0.966634, 1.261190], [2.343112, -2.561204, 1.030071], [0.630932, -3.069157, 1.392759], [1.959925, -0.308889, 1.564558], [3.570851, 1.944017, 2.176961], [3.410510, 2.480327, 0.798298], [3.029039, 2.574803, 1.692277], [-2.893090, 2.232982, -2.258344], [-1.649751, 1.799227, -1.581219], [-2.050544, 1.760049, -2.465282], [-3.609568, 0.068531, 0.413679], [-3.491558, -0.910399, -0.738369], [-3.943195, -0.800547, 0.137755], [4.126066, 0.724016, -0.244725], [3.911094, -0.190141, 0.924554], [4.600614, 0.069609, 0.293145], [-2.662208, -3.147010, 1.630596], [-3.205204, -2.228676, 0.505138], [-2.875611, -3.157527, 0.695468], [-2.436127, 3.417109, 0.519801], [-1.531996, 2.182095, 0.751882], [-2.387856, 2.465902, 0.374128], [0.374157, 0.412341, -0.221135], [0.198312, 0.500832, -1.768659], [0.500018, 0.997874, -0.971791], [0.927747, -1.166674, -3.152150], [0.030772, -1.806080, -2.022927], [0.202230, -0.999983, -2.542750], [-2.597712, 0.035974, -2.526593], [-1.596043, -1.047685, -2.221389], [-2.528324, -0.809201, -2.023136], [-1.198887, -3.563971, -1.943918], [-1.604027, -3.381656, -0.558030], [-0.866562, -3.122277, -1.149822], [3.361941, 2.493618, -1.980924], [2.249510, 1.679030, -1.244598], [3.211431, 1.826612, -1.304836], [2.495818, 0.135834, -2.458409], [3.943215, -0.258633, -2.583034], [3.115812, -0.238029, -3.085618]],
  "forces_ev_per_angstrom": [[-0.6836, 0.4637, 2.0740], [-0.7827, -0.7975, -0.7586], [-0.4266, -1.8336, -0.9485], [0.6473, 0.2780, 0.1190], [0.1742, 0.2221, 0.5362], [0.4444, 0.0951, -1.1509], [0.2711, -0.5539, -0.1030], [0.4064, 0.4442, -0.0247], [0.2942, 0.0439, 0.4255], [0.1684, 0.7036, -0.2696], [-0.2308, 0.9675, 0.8175], [0.1400, -0.1522, -0.0809], [-0.4650, 0.0094, -0.1669], [0.0886, 0.2288, -0.1561], [0.0370, 0.0868, 0.3233], [-0.4251, 0.2994, 0.1941], [0.2659, -0.4019, -0.5184], [0.8409, -0.4618, -0.5206], [0.2369, -0.0995, -0.0796], [-1.1330, 1.0297, 0.3977], [-0.1643, -0.2381, 0.0880], [-0.1525, 0.2156, 0.1157], [0.1859, 0.4204, -0.0714], [0.2687, 0.0018, -0.2718], [0.4489, -0.1973, -0.1724], [-0.5477, -0.0247, 0.4498], [0.0050, -0.1003, 0.1015], [-0.0061, -0.6863, 0.4305], [-0.0186, 0.4453, -0.2531], [-0.0019, -0.0904, -0.0112], [-0.1537, -0.1634, -0.0852], [0.1847, 0.0395, -0.0658], [-0.0698, -0.1474, -0.0412], [0.3075, -0.0973, 0.7600], [0.0575, 0.8703, -0.4953], [0.1265, -0.1968, -0.0674], [0.3113, -0.1592, 0.2322], [-0.1001, -0.2907, -0.5069], [-0.0458, -0.3391, 0.5789], [-0.9710, 0.0015, 0.2456], [0.7231, 0.0908, -1.1841], [0.4322, 0.0841, -0.2790], [0.1378, 0.6690, 0.8527], [-0.4139, -0.7793, -0.6475], [-0.0156, -0.0468, -0.0250], [-0.2894, 0.1256, 0.1530], [-0.0483, 0.4505, 0.3423], [0.0037, 0.0875, 0.1652], [-0.2328, -0.0446, -0.1593], [0.1704, -0.4720, -0.2885]]
}

=====

Number 1: HOMO-LUMO gap 0.4144 Ha. Number 2: HOMO-LUMO gap 0.3395 Ha. Number 3: HOMO-LUMO gap 0.2765 Ha. Number 4: HOMO-LUMO gap 0.1924 Ha. Number 5: HOMO-LUMO gap 0.3618 Ha. Number 6: HOMO-LUMO gap 0.3541 Ha.